{
  "formula": "C17H20N4O5S",
  "method": "ωB97M-V with the def2-TZVPD basis set",
  "symbols": ["C", "H", "C", "N", "C", "C", "C", "N", "N", "H", "C", "H", "H", "C", "O", "O", "C", "H", "O", "C", "H", "C", "H", "H", "H", "C", "H", "C", "C", "H", "H", "H", "C", "H", "S", "H", "H", "O", "H", "H", "C", "H", "N", "H", "O", "C", "C"],
  "coordinates": [[1.568152, -2.302247, -0.438689], [-1.717069, 2.271886, -6.697840], [-1.009809, -0.510607, -2.477908], [0.667019, 0.006267, 3.365653], [-1.663096, -0.162852, 4.041989], [-0.603792, 1.897479, 4.188857], [-0.304805, -0.136721, -3.615878], [2.973307, -0.269119, -0.780183], [3.541063, 0.657697, 0.017838], [-4.119135, 0.347467, -3.527300], [-0.579577, -0.696627, 3.104462], [1.439248, 1.962799, 3.491818], [0.233746, 1.673760, 2.212769], [-2.342024, 0.563016, -4.686165], [-0.716300, -0.815484, -0.138680], [-1.811340, 1.234905, 3.916903], [-3.050693, 0.202443, -3.535768], [3.818270, -0.693947, 4.198107], [-3.083369, 1.064691, -5.704248], [3.061331, 0.062670, 3.986528], [-0.380923, 0.691225, -5.572543], [3.289854, 0.290713, 1.236727], [-1.407985, -0.417640, 5.083056], [-0.865691, -0.531673, 2.061106], [1.082758, -1.928595, -2.450493], [1.754950, -0.689588, 3.726531], [-0.412569, -1.759766, 3.278005], [-2.390859, -0.314185, -2.445918], [-2.432261, 1.465317, -6.886897], [2.963571, 0.717972, 4.853208], [2.187478, -3.141999, -0.760878], [-2.931993, -0.581733, -1.551379], [0.518441, 1.438378, 3.245581], [-3.218545, 1.829411, -7.546035], [3.723172, 1.150186, 2.666012], [-0.798675, 2.962643, 4.054891], [-0.297661, 1.711381, 5.231705], [1.747180, -1.895786, 3.888715], [-2.631675, -0.595650, 3.790454], [-1.918301, 0.626386, -7.366602], [-0.959386, 0.399000, -4.710491], [0.772668, -0.217493, -3.645865], [0.696791, -1.904935, -1.520542], [0.958339, -2.601768, 0.418968], [2.580072, -0.855407, 1.291060], [2.411521, -1.147925, -0.018993], [-0.341397, -1.055948, -1.271650]],
  "forces_ev_per_angstrom": [[-0.19, 0.03, 0.24], [-0.02, -0.04, 0.00], [-0.07, 0.26, -0.21], [-0.31, 0.04, -0.05], [0.14, -0.33, -0.10], [0.32, 0.13, -0.15], [-0.15, -0.13, 0.31], [-0.77, -1.25, -0.67], [0.56, 0.90, 1.26], [-0.13, 0.01, 0.01], [-0.37, -0.12, 0.11], [-0.10, -0.04, -0.05], [0.10, 0.06, 0.05], [0.08, -0.08, 0.19], [-0.03, 0.02, 0.17], [-0.15, 0.10, -0.06], [0.01, 0.07, -0.18], [-0.24, 0.07, 0.05], [-0.11, -0.11, 0.31], [0.34, -0.06, -0.35], [0.02, 0.04, -0.08], [0.01, -0.05, -0.57], [-0.04, 0.01, -0.08], [0.02, -0.04, 0.13], [-0.12, -0.02, 0.06], [0.23, 0.06, 0.29], [-0.06, 0.11, -0.06], [0.15, -0.03, -0.02], [0.12, 0.07, -0.21], [0.01, 0.03, -0.02], [-0.11, 0.06, 0.06], [-0.06, 0.00, 0.09], [-0.30, 0.38, 0.31], [0.10, -0.02, 0.02], [0.13, 0.12, 0.47], [0.07, -0.03, 0.04], [0.00, 0.04, -0.08], [0.10, -0.25, 0.12], [0.06, -0.05, 0.05], [-0.01, 0.03, 0.03], [-0.16, 0.15, -0.37], [0.10, -0.01, 0.00], [0.20, -0.18, -0.10], [0.13, -0.08, -0.14], [0.13, -0.01, -0.18], [0.25, 0.39, -0.38], [0.08, -0.23, -0.23]],
  "lowdin_charge": [-0.076, 0.097, -0.145, -0.048, -0.174, -0.187, -0.022, 0.093, 0.042, 0.120, -0.098, 0.081, 0.143, -0.272, 0.072, -0.124, 0.011, 0.088, -0.077, -0.325, 0.104, -0.669, 0.131, 0.107, 0.128, -0.537, 0.129, -0.006, -0.085, 0.088, 0.135, 0.121, -0.130, 0.094, 1.012, 0.128, 0.130, 0.052, 0.128, 0.096, -0.011, 0.114, 0.079, 0.137, 0.076, -0.313, -0.438],
  "smiles": "COc1ccc(C(=O)NCc2nnc(SCC(=O)N3CCOCC3)o2)cc1",
  "total_charge": 0,
  "relative_energy_kcal_mol": 43.9,
  "homo_energy_ha": -0.323
}



{
  "formula": "C4H16O3",
  "method": "ωB97M-V with the def2-TZVPD basis set",
  "symbols": ["H", "C", "O", "H", "C", "H", "H", "H", "H", "O", "H", "H", "H", "O", "H", "C", "H", "H", "H", "H", "H", "C", "H"],
  "coordinates": [[1.664989, 1.568609, -0.329588], [-2.636148, 0.197846, -0.423512], [2.516610, -0.513848, 2.534720], [-0.489760, 3.428048, -0.417348], [-1.535883, -0.745562, -1.023365], [-0.845610, -0.049056, -1.498949], [3.029538, -1.135980, 2.020964], [-2.901296, 1.102154, -0.978271], [-3.614863, -0.288942, -0.389184], [2.300157, 0.872588, -0.533664], [-1.904950, -1.957952, 0.687176], [0.901722, -1.120546, -0.254429], [-1.075514, -2.737866, -0.699104], [-0.377469, 2.737686, -1.096814], [-2.279402, 0.385218, 0.593676], [-1.123824, -1.857387, -0.060758], [0.775040, -2.248868, 1.053782], [2.258209, 0.172101, 1.914982], [-2.129598, -1.166387, -1.843490], [2.411651, 0.888170, -1.487482], [-1.181908, 2.292414, -0.763028], [0.242459, -1.485217, 0.525084], [-0.005747, -0.580875, 1.089812]],
  "forces_ev_per_angstrom": [[-0.13, 0.03, -0.33], [0.30, -0.67, 0.62], [-0.08, 0.14, 0.47], [1.01, 0.52, -0.56], [-3.22, 1.25, -1.05], [0.92, -0.67, 0.35], [0.13, -0.09, -0.23], [0.70, 0.17, -0.04], [0.22, -0.35, 0.40], [0.15, 0.00, 0.30], [0.04, -0.27, 0.16], [0.06, -0.16, -0.28], [0.03, -0.44, 0.45], [-1.23, 0.29, 1.61], [-0.56, 0.63, 0.10], [1.13, 0.49, -1.33], [-0.07, -0.27, 0.76], [0.08, -0.03, -0.24], [0.65, -0.35, -0.30], [-0.08, 0.11, -0.03], [0.33, -0.85, -0.96], [-1.05, 0.80, -0.54], [0.68, -0.26, 0.66]],
  "lowdin_charge": [0.018, -0.129, -0.057, 0.056, -0.267, 0.092, 0.032, 0.060, 0.069, -0.057, 0.103, 0.049, 0.099, -0.064, 0.069, -0.253, 0.062, 0.006, 0.096, 0.045, 0.013, -0.116, 0.074],
  "smiles": "CCCC.O.O.O",
  "total_charge": 0,
  "relative_energy_kcal_mol": 27.0,
  "homo_energy_ha": -0.394
}



{
  "formula": "C2H3N3O2",
  "method": "ωB97M-V with the def2-TZVPD basis set",
  "symbols": ["H", "N", "N", "O", "C", "H", "O", "N", "C", "H"],
  "coordinates": [[-1.580680, 2.778511, 0.064257], [-0.305813, -1.288464, -0.452121], [-1.340742, 0.851973, -0.609507], [0.801698, 0.375045, 0.312465], [-0.475805, -0.010122, -0.200338], [-1.096091, -2.113362, -0.435074], [-0.816903, 2.084873, 0.193141], [0.869224, -1.769984, 0.084190], [1.459955, -0.699980, 0.515715], [2.334832, -0.638532, 1.275768]],
  "forces_ev_per_angstrom": [[2.07, -2.25, 0.17], [-3.05, -5.70, -0.29], [1.15, 1.33, 2.43], [-2.45, 2.81, 0.02], [1.02, 2.86, -1.00], [2.49, 3.40, -0.26], [-3.28, 0.92, -1.72], [1.52, 0.27, 0.78], [1.94, -3.26, 1.89], [-1.41, -0.38, -2.02]],
  "lowdin_charge": [0.126, 0.035, 0.093, 0.075, -0.418, 0.243, -0.153, 0.064, -0.240, 0.176],
  "smiles": "O/N=c1/[nH]nco1",
  "total_charge": 0,
  "relative_energy_kcal_mol": 111.2,
  "homo_energy_ha": -0.315
}